1.
This record from the OMol25 dataset describes a 2-piece molecular cluster, C2H2N2O overall. The level of theory is ωB97M-V/def2-TZVPD.

```
7
Properties=species:S:1:pos:R:3
C -0.40 1.07 0.40
C 0.85 -0.52 -0.49
N -0.02 -1.10 -1.00
N -1.13 0.23 0.46
O -1.75 -0.84 0.53
H 0.66 1.31 0.30
H 1.80 -0.13 -0.20
```

Calculated values
total charge	0
lowest unoccupied orbital energy (alpha / beta)	0.8 / -2.9	eV
orbital gap (alpha / beta)	7.10 / 7.93	eV
spin multiplicity	3
total energy	-7123.9330	eV
max |F|	0.2981	Eh/bohr

Here are the natural (NBO) charges for atoms 1 to 4, given in e:
1 C 0.09
2 C 0.00
3 N -0.30
4 N -0.06

2.
This record from the OMol25 dataset describes one molecule with the formula C2H2N2O2. The level of theory is ωB97M-V/def2-TZVPD.

```
8
Properties=species:S:1:pos:R:3
C -0.01 -0.80 0.04
C 0.21 1.27 -0.31
H -0.66 -1.53 1.59
H 0.23 2.35 -0.03
N 0.50 -0.69 -1.19
N 0.69 0.74 -1.30
O -0.77 -1.79 0.59
O -0.19 0.44 0.61
```

Calculated values
total charge	0
lowest unoccupied orbital energy	0.2	eV
orbital gap	10.59	eV
total energy	-9179.5819	eV
SMILES string	Oc1nnco1
max |F|	0.0966	Eh/bohr

Here are the natural (NBO) charges for atoms 1 to 4, given in e:
1 C 0.67
2 C 0.31
3 H 0.50
4 H 0.20

3.
This record from the OMol25 dataset describes a 2-piece molecular cluster, C2H2N2O2 overall. The level of theory is ωB97M-V/def2-TZVPD.

```
8
Properties=species:S:1:pos:R:3
C 0.34 -1.20 -0.06
C -4.37 -0.07 -0.13
N -1.17 0.76 0.73
N -0.48 0.06 0.05
O -3.77 0.85 -0.46
O -4.86 -1.01 0.27
H 0.02 -1.73 -0.85
H -1.26 1.72 0.60
```

Calculated values
total charge	0
lowest unoccupied orbital energy (alpha / beta)	-0.2 / -0.2	eV
orbital gap (alpha / beta)	8.95 / 8.95	eV
total energy	-9176.7864	eV
max |F|	0.1860	Eh/bohr

Here are the natural (NBO) charges for atoms 1 to 4, given in e:
1 C -0.07
2 C 1.02
3 N -0.33
4 N -0.07

4.
This record from the OMol25 dataset describes a 2-piece molecular cluster, C2H2N2O2 overall. The level of theory is ωB97M-V/def2-TZVPD.

```
8
Properties=species:S:1:pos:R:3
C -1.44 -1.94 -1.12
C 0.86 0.30 0.26
N -0.65 -2.76 -1.11
N -0.21 1.06 0.49
O -0.80 1.56 -0.49
O -0.50 1.32 1.63
H 1.44 0.09 1.13
H 1.30 0.37 -0.77
```

Calculated values
total charge	0
lowest unoccupied orbital energy (alpha / beta)	0.4 / -4.6	eV
orbital gap (alpha / beta)	11.38 / 6.56	eV
spin multiplicity	3
total energy	-9172.5074	eV
max |F|	0.0722	Eh/bohr

Here are the natural (NBO) charges for atoms 1 to 4, given in e:
1 C 0.44
2 C -0.04
3 N -0.44
4 N 0.40

5.
This record from the OMol25 dataset describes a 2-piece molecular cluster, C2H2N2O2S overall. The level of theory is ωB97M-V/def2-TZVPD.

```
9
Properties=species:S:1:pos:R:3
C -2.08 0.69 -0.70
C -1.57 1.09 0.54
N -2.36 0.48 -1.81
N -0.45 0.73 0.98
O 3.45 -1.25 0.51
O 0.45 -0.06 0.80
S 2.37 -2.01 -0.06
H -2.09 2.03 1.06
H 2.28 -1.71 -1.32
```

Calculated values
total charge	0
lowest unoccupied orbital energy (alpha / beta)	-0.9 / -1.6	eV
orbital gap (alpha / beta)	9.58 / 7.38	eV
total energy	-20011.0662	eV
max |F|	0.0751	Eh/bohr

Here are the natural (NBO) charges for atoms 1 to 4, given in e:
1 C 0.20
2 C -0.18
3 N -0.25
4 N 0.18

6.
This record from the OMol25 dataset describes C2H2N2O2S as an isolated structure. The level of theory is ωB97M-V/def2-TZVPD.

```
9
Properties=species:S:1:pos:R:3
C 0.52 -1.31 -0.03
C -0.79 -1.05 -0.03
N 0.71 1.25 0.02
N -0.59 0.87 0.10
O -1.94 -1.33 0.02
O -1.49 1.72 -0.02
S 1.77 -0.05 0.03
H 1.00 -2.31 0.24
H 0.82 2.20 -0.33
```

Calculated values
total charge	0
lowest unoccupied orbital energy (alpha / beta)	-0.5 / -0.5	eV
orbital gap (alpha / beta)	7.73 / 7.72	eV
total energy	-20012.1470	eV
max |F|	0.0599	Eh/bohr

Here are the natural (NBO) charges for atoms 1 to 4, given in e:
1 C -0.71
2 C 0.63
3 N -0.54
4 N 0.24

7.
This record from the OMol25 dataset describes a 2-piece molecular cluster, C2H2N2O2S overall. The level of theory is ωB97M-V/def2-TZVPD.

```
9
Properties=species:S:1:pos:R:3
C 1.05 0.77 0.92
C 0.44 -0.06 -0.03
N 1.29 0.12 -1.08
N -2.36 -0.51 -0.02
O -3.06 -0.28 -0.96
O -2.47 -1.15 0.97
S 2.49 0.78 -0.04
H 0.91 0.87 1.99
H 1.71 -0.52 -1.77
```

Calculated values
total charge	0
lowest unoccupied orbital energy (alpha / beta)	-1.4 / -1.3	eV
orbital gap (alpha / beta)	7.24 / 7.37	eV
total energy	-20008.4643	eV
max |F|	0.0478	Eh/bohr

Here are the natural (NBO) charges for atoms 1 to 4, given in e:
1 C -0.57
2 C 0.17
3 N -0.76
4 N 0.54

8.
This record from the OMol25 dataset describes a 2-piece molecular cluster, C2H2N2O2S overall. The level of theory is ωB97M-V/def2-TZVPD.

```
9
Properties=species:S:1:pos:R:3
C 0.36 1.20 -0.90
C -0.48 0.14 -0.76
N 1.01 2.11 -1.20
N 0.81 -1.02 0.87
O 1.81 -1.58 0.58
O 0.14 -0.76 1.80
S -1.94 0.03 0.08
H -0.28 -0.54 -1.63
H -1.43 0.42 1.16
```

Calculated values
total charge	0
lowest unoccupied orbital energy (alpha / beta)	-1.5 / -1.3	eV
orbital gap (alpha / beta)	8.43 / 7.60	eV
total energy	-20010.9002	eV
max |F|	0.0612	Eh/bohr

Here are the natural (NBO) charges for atoms 1 to 4, given in e:
1 C 0.18
2 C -0.49
3 N -0.26
4 N 0.55

9.
This record from the OMol25 dataset describes one molecule with the formula C2H2N2O2S. The level of theory is ωB97M-V/def2-TZVPD.

```
9
Properties=species:S:1:pos:R:3
C 1.51 0.04 -0.18
C 0.25 0.81 -0.21
H -2.24 -0.18 1.24
H 2.56 0.21 -0.24
N -0.71 -0.14 -0.38
N 1.18 -1.18 0.06
O -0.11 -1.41 -0.13
O -0.01 2.01 -0.01
S -2.43 -0.16 -0.15
```

Calculated values
total charge	0
lowest unoccupied orbital energy	0.2	eV
orbital gap	10.18	eV
total energy	-20012.8383	eV
SMILES string	O=c1cnon1S
max |F|	0.0715	Eh/bohr

Here are the natural (NBO) charges for atoms 1 to 4, given in e:
1 C -0.12
2 C 0.55
3 H 0.13
4 H 0.24

10.
This record from the OMol25 dataset describes C2H2N2O2S as an isolated structure. The level of theory is ωB97M-V/def2-TZVPD.

```
9
Properties=species:S:1:pos:R:3
C -0.05 0.36 0.85
C -1.19 -0.27 0.09
N 1.08 0.40 0.25
N 0.67 -0.56 -1.34
O -2.32 -0.53 0.39
O -0.67 -0.70 -1.07
S -0.41 0.74 2.43
H 2.02 0.46 0.48
H 0.88 0.09 -2.08
```

Calculated values
total charge	0
lowest unoccupied orbital energy	-1.1	eV
orbital gap	7.75	eV
total energy	-20012.2853	eV
max |F|	0.1203	Eh/bohr

Here are the natural (NBO) charges for atoms 1 to 4, given in e:
1 C -0.07
2 C 0.72
3 N -0.44
4 N -0.11

11.
This record from the OMol25 dataset describes a 2-piece molecular cluster, C2H2N2O2S overall. The level of theory is ωB97M-V/def2-TZVPD.

```
9
Properties=species:S:1:pos:R:3
C 0.00 -0.84 -1.08
C 0.56 0.24 -0.47
N -0.59 -1.72 -1.50
N -1.24 0.81 0.79
O -2.08 1.35 0.21
O -1.15 0.41 1.87
S 1.79 -0.03 0.79
H 0.52 1.07 -1.04
H 2.18 -1.29 0.42
```

Calculated values
total charge	0
lowest unoccupied orbital energy (alpha / beta)	-1.6 / -1.5	eV
orbital gap (alpha / beta)	8.22 / 7.78	eV
total energy	-20011.1830	eV
max |F|	0.0813	Eh/bohr

Here are the natural (NBO) charges for atoms 1 to 4, given in e:
1 C 0.18
2 C -0.39
3 N -0.25
4 N 0.56

12.
This record from the OMol25 dataset describes one molecule with the formula C2H2N2O3. The level of theory is ωB97M-V/def2-TZVPD.

```
9
Properties=species:S:1:pos:R:3
C 0.83 -1.22 0.17
C -0.13 -0.29 -0.40
N 1.41 -1.99 0.75
N 0.25 1.14 -0.10
O 0.50 1.88 -1.02
O 0.17 1.36 1.09
O -1.40 -0.51 0.07
H -0.07 -0.33 -1.51
H -1.57 -0.05 0.95
```

Calculated values
total charge	0
lowest unoccupied orbital energy	-0.7	eV
orbital gap	11.38	eV
total energy	-11224.9772	eV
SMILES string	N#C[C@@H](O)[N+](=O)[O-]
max |F|	0.0540	Eh/bohr

Here are the natural (NBO) charges for atoms 1 to 4, given in e:
1 C 0.21
2 C 0.10
3 N -0.23
4 N 0.53

13.
This record from the OMol25 dataset describes one molecule with the formula C2H2N2O3. The level of theory is ωB97M-V/def2-TZVPD.

```
9
Properties=species:S:1:pos:R:3
C 0.29 0.04 0.15
C -1.86 0.22 -0.19
H 3.20 -0.14 0.48
H -2.67 1.11 -0.29
N 1.40 0.52 -0.03
N -1.75 -1.04 0.01
O 2.41 -0.51 -0.21
O -0.69 0.96 0.05
O -0.34 -1.15 0.03
```

Calculated values
total charge	0
lowest unoccupied orbital energy	0.6	eV
orbital gap	10.11	eV
total energy	-11223.5852	eV
SMILES string	O/N=c1/ocno1
max |F|	0.0933	Eh/bohr

Here are the natural (NBO) charges for atoms 1 to 4, given in e:
1 C 0.70
2 C 0.31
3 H 0.48
4 H 0.25

14.
This record from the OMol25 dataset describes a 2-piece molecular cluster, C2H2N2O3 overall. The level of theory is ωB97M-V/def2-TZVPD.

```
9
Properties=species:S:1:pos:R:3
C -1.93 -0.58 -2.03
C 0.09 0.30 -0.21
N -2.37 -1.37 -2.75
N 1.04 -0.33 -1.05
O 1.31 0.31 -2.01
O 1.48 -1.37 -0.63
O -0.17 -0.21 0.97
H -0.34 1.25 -0.58
H 0.66 -0.75 1.20
```

Calculated values
total charge	0
lowest unoccupied orbital energy (alpha / beta)	-4.0 / -2.9	eV
orbital gap (alpha / beta)	6.00 / 8.77	eV
total energy	-11221.0213	eV
max |F|	0.0681	Eh/bohr

Here are the natural (NBO) charges for atoms 1 to 4, given in e:
1 C 0.12
2 C 0.40
3 N -0.48
4 N 0.43

15.
This record from the OMol25 dataset describes a 3-piece molecular cluster, C2H2N2O3S overall. The level of theory is ωB97M-V/def2-TZVPD.

```
10
Properties=species:S:1:pos:R:3
C 2.32 0.41 1.78
C 2.02 -0.48 1.04
N -1.34 0.39 0.19
N -0.36 0.76 -0.18
O -1.81 -1.71 -1.65
O -2.97 0.37 -2.14
O 0.65 1.13 -0.55
S -2.86 -0.79 -1.30
H 2.55 1.22 2.40
H 1.79 -1.29 0.41
```

Calculated values
total charge	0
lowest unoccupied orbital energy	-0.9	eV
orbital gap	9.90	eV
total energy	-22059.3232	eV
max |F|	0.0580	Eh/bohr

Here are the natural (NBO) charges for atoms 1 to 4, given in e:
1 C -0.23
2 C -0.24
3 N -0.17
4 N 0.48

16.
This record from the OMol25 dataset describes C2H2N2OS as an isolated structure. The level of theory is ωB97M-V/def2-TZVPD.

```
8
Properties=species:S:1:pos:R:3
C 0.07 -1.12 0.02
C 0.78 0.20 0.09
N -1.20 -1.06 0.07
N -0.26 1.12 0.01
O 1.96 0.45 0.12
S -1.80 0.45 0.10
H 0.48 -2.03 -0.09
H -0.02 2.00 -0.32
```

Calculated values
total charge	0
lowest unoccupied orbital energy	0.3	eV
orbital gap	9.35	eV
total energy	-17968.4601	eV
max |F|	0.0623	Eh/bohr

Here are the natural (NBO) charges for atoms 1 to 4, given in e:
1 C -0.05
2 C 0.58
3 N -0.54
4 N -0.79

17.
This record from the OMol25 dataset describes one molecule with the formula C2H2N2OS. The level of theory is ωB97M-V/def2-TZVPD.

```
8
Properties=species:S:1:pos:R:3
C -0.97 -0.12 -0.10
C -0.06 1.01 -0.04
H -0.25 2.06 -0.05
H 1.71 -1.39 0.38
N 1.18 0.56 0.00
N 1.13 -0.74 -0.13
O -0.13 -1.20 -0.04
S -2.60 -0.18 -0.03
```

Calculated values
total charge	0
lowest unoccupied orbital energy	-0.3	eV
orbital gap	8.48	eV
total energy	-17966.5141	eV
SMILES string	S=c1cn[nH]o1
max |F|	0.0480	Eh/bohr

Here are the natural (NBO) charges for atoms 1 to 4, given in e:
1 C 0.10
2 C -0.11
3 H 0.24
4 H 0.40

18.
This record from the OMol25 dataset describes one molecule with the formula C2H2N2OS. The level of theory is ωB97M-V/def2-TZVPD.

```
8
Properties=species:S:1:pos:R:3
C 0.35 -0.32 -0.03
C -0.53 0.68 -0.03
H 2.32 0.81 0.12
H -0.37 1.76 -0.01
N -1.75 0.16 -0.01
N -1.76 -1.10 -0.01
O -0.37 -1.49 -0.01
S 2.11 -0.52 -0.02
```

Calculated values
total charge	0
lowest unoccupied orbital energy	0.4	eV
orbital gap	10.05	eV
total energy	-17966.9971	eV
SMILES string	Sc1cnno1
max |F|	0.0578	Eh/bohr

Here are the natural (NBO) charges for atoms 1 to 4, given in e:
1 C 0.15
2 C -0.20
3 H 0.14
4 H 0.23

19.
This record from the OMol25 dataset describes one molecule with the formula C2H2N2OS2. The level of theory is ωB97M-V/def2-TZVPD.

```
9
Properties=species:S:1:pos:R:3
C 0.88 -0.58 -0.13
C -0.91 0.31 0.41
H 2.87 -1.76 -0.57
H -1.96 2.12 -0.54
N 0.46 -1.27 0.86
N -0.72 -0.66 1.23
O 0.12 0.50 -0.38
S 2.31 -0.71 -1.25
S -2.30 1.38 0.49
```

Calculated values
total charge	0
lowest unoccupied orbital energy	0.5	eV
orbital gap	9.63	eV
total energy	-28803.0703	eV
SMILES string	Sc1nnc(S)o1
max |F|	0.0553	Eh/bohr

Here are the natural (NBO) charges for atoms 1 to 4, given in e:
1 C 0.33
2 C 0.31
3 H 0.17
4 H 0.14

20.
This record from the OMol25 dataset describes one molecule with the formula C2H2N2OS2. The level of theory is ωB97M-V/def2-TZVPD.

```
9
Properties=species:S:1:pos:R:3
C 1.16 0.51 -0.04
C 0.99 -0.53 -0.99
N -1.10 -1.11 0.29
N 0.21 0.99 0.62
O 1.94 -0.95 -1.63
S -0.27 2.00 1.71
S -0.75 -1.25 -1.22
H 2.09 0.97 0.17
H -2.06 -1.07 0.53
```

Calculated values
total charge	0
lowest unoccupied orbital energy (alpha / beta)	-1.5 / -1.1	eV
orbital gap (alpha / beta)	7.15 / 7.63	eV
total energy	-28800.5510	eV
max |F|	0.0676	Eh/bohr

Here are the natural (NBO) charges for atoms 1 to 4, given in e:
1 C -0.11
2 C 0.37
3 N -0.84
4 N -0.41